Entry 1:
79
Properties=species:S:1:pos:R:3:forces:R:3 method="wB97M-V/def2-TZVPD" spin_multiplicity=1 e_tot_ha=-1537.9217 smiles=c1cc[nH]c1.c1cc[nH]c1.c1cc[nH]c1.c1cc[nH]c1.C1CCOC1.C1CCOC1.C1CCOC1 lumo_ev=0.64 gap_ev=8.728
C 0.862 0.845 -0.794 0.26 1.96 -0.54
C -0.347 0.573 -0.162 -1.36 -1.95 0.30
C -1.073 -0.270 -1.009 0.38 1.61 -1.37
N -0.416 -0.189 -2.228 -0.83 -0.93 0.12
C 0.735 0.491 -2.133 0.95 -0.17 1.01
H 1.565 1.511 -0.310 0.35 -0.18 -0.39
H -0.713 0.980 0.767 0.37 -0.44 0.29
H -2.032 -0.761 -1.045 -0.14 0.23 0.66
H -0.794 -0.550 -3.094 0.25 -0.27 0.10
H 1.419 0.575 -2.962 -0.06 0.02 -0.01
C 6.218 1.305 0.123 -0.33 0.31 0.36
C 6.355 2.698 -0.106 -0.17 -0.10 0.22
C 5.214 3.137 -0.756 1.50 -0.16 0.22
N 4.414 2.042 -0.924 -0.34 1.08 0.02
C 4.972 0.962 -0.323 -0.11 -1.01 -0.65
H 6.949 0.677 0.601 -0.14 -0.12 0.09
H 7.178 3.252 0.317 -0.04 0.35 -0.48
H 5.070 4.104 -1.205 -0.52 -0.04 0.05
H 3.523 2.095 -1.382 -0.08 -0.29 0.06
H 4.436 0.025 -0.359 0.18 -0.04 0.13
C 0.728 -2.285 -5.025 0.54 -0.37 0.75
C -0.371 -1.394 -5.242 0.14 -1.15 -0.19
C -1.496 -2.100 -4.847 0.22 1.09 0.08
N -1.100 -3.285 -4.319 -0.44 -0.51 0.19
C 0.249 -3.421 -4.417 -0.21 0.61 -0.05
H 1.803 -2.212 -5.119 -0.17 0.68 -0.40
H -0.357 -0.403 -5.660 0.01 -0.02 -0.16
H -2.520 -1.766 -4.872 -0.09 -0.25 0.07
H -1.683 -3.930 -3.813 -0.14 0.03 -0.20
H 0.753 -4.250 -3.954 0.07 -0.10 -0.20
C 1.972 -0.139 3.062 -0.34 0.06 -0.22
C 2.869 0.957 3.114 -0.15 -0.65 0.20
C 3.349 1.005 4.406 0.22 0.24 -0.85
N 2.747 0.002 5.114 0.55 0.13 0.18
C 1.932 -0.726 4.300 -0.50 0.19 -0.16
H 1.383 -0.376 2.189 0.01 -0.30 0.09
H 3.112 1.501 2.217 0.34 0.43 0.34
H 4.156 1.601 4.798 -0.18 0.04 0.27
H 2.977 -0.212 6.065 -0.08 -0.09 0.06
H 1.312 -1.519 4.683 0.10 -0.05 0.01
C -1.074 4.645 1.113 -0.33 0.32 -1.10
C -2.062 3.671 0.481 0.01 -0.41 0.83
C -1.755 3.739 -1.020 0.14 0.20 1.68
O -1.282 5.085 -1.194 0.11 -0.35 -0.85
C -1.183 5.739 0.054 0.06 0.74 0.31
H -0.067 4.225 1.084 0.04 0.07 0.28
H -1.355 5.002 2.100 0.11 -0.15 0.11
H -3.058 4.068 0.699 -0.13 -0.22 -0.18
H -1.972 2.675 0.921 -0.18 0.02 -0.28
H -2.679 3.506 -1.547 0.21 0.30 -0.58
H -0.955 3.033 -1.249 -0.10 0.00 -0.36
H -2.076 6.375 0.156 -0.03 -0.21 0.43
H -0.337 6.434 0.078 0.10 -0.25 -0.36
C -3.181 0.277 2.606 0.79 -1.03 0.19
C -4.219 1.194 2.003 -0.18 -0.02 0.30
C -4.491 0.576 0.636 -1.41 -1.29 -0.61
O -3.909 -0.758 0.626 0.17 0.81 0.10
C -3.537 -1.070 1.958 0.69 0.14 0.06
H -3.204 0.199 3.694 -0.21 0.17 -0.01
H -2.142 0.505 2.355 -0.15 0.28 -0.21
H -3.937 2.243 2.006 0.00 0.01 -0.18
H -5.102 1.077 2.637 -0.16 0.25 -0.20
H -4.246 1.110 -0.284 0.83 0.14 0.30
H -5.556 0.355 0.485 -0.14 0.49 0.33
H -2.675 -1.737 1.879 -0.09 -0.04 0.19
H -4.326 -1.578 2.527 -0.17 0.04 -0.24
C 0.612 -4.807 0.273 0.12 -0.19 -0.30
C -0.437 -3.728 0.422 -0.96 0.35 1.49
C -1.394 -4.143 -0.653 0.48 0.55 -2.24
O -1.430 -5.578 -0.653 -0.38 0.22 0.67
C -0.235 -6.040 -0.025 0.73 0.05 -0.10
H 1.277 -5.013 1.110 0.03 0.37 0.02
H 1.189 -4.587 -0.631 0.25 0.16 0.24
H -0.107 -2.690 0.458 0.23 -0.05 -0.79
H -1.029 -3.777 1.350 0.44 -0.53 0.22
H -0.977 -3.844 -1.633 0.28 -0.01 0.12
H -2.371 -3.662 -0.721 -0.30 -0.51 0.88
H 0.310 -6.690 -0.713 -0.22 -0.19 0.01
H -0.378 -6.579 0.917 -0.68 -0.09 -0.19

=====

Entry 2:
133
Properties=species:S:1:pos:R:3:forces:R:3 method="wB97M-V/def2-TZVPD" spin_multiplicity=1 e_tot_ha=-133088.5398 lumo_ev=-0.33 gap_ev=9.395
C 1.727 1.429 3.890 -0.91 -0.01 0.02
C 0.889 2.065 5.031 0.86 -0.02 -0.06
C 0.879 3.599 5.036 -0.41 -0.50 0.07
C -0.116 4.244 4.065 1.24 -0.09 0.02
C 0.373 4.189 2.612 -0.63 0.33 0.07
B -0.437 5.094 1.632 0.49 0.94 0.46
O 0.161 5.558 0.456 0.20 -1.20 0.12
B -0.589 5.071 -0.593 0.29 1.40 -0.77
C 0.030 4.141 -1.695 -0.26 -0.46 0.35
N -0.813 2.901 -1.833 -0.25 1.11 0.20
O -1.936 5.403 -0.587 0.07 -1.05 0.19
B -2.526 5.382 0.667 -0.90 1.08 0.23
C -4.076 5.236 0.795 0.14 -0.25 -0.25
C -4.433 3.895 1.446 0.35 0.23 -0.01
O -4.582 4.036 2.851 -0.34 -0.42 -0.24
Si -5.077 2.657 3.648 -0.35 -0.51 0.72
C -3.679 1.411 3.843 -0.01 0.75 -0.04
C -5.750 3.181 5.312 0.09 0.29 -0.57
C -6.474 1.755 2.772 0.14 0.41 -0.14
O -1.759 5.459 1.815 0.16 -0.97 -0.23
H 2.276 2.173 3.323 0.25 0.10 0.03
H 1.058 0.929 3.184 0.18 -0.07 -0.07
H 2.409 0.685 4.285 0.17 -0.10 -0.06
H -0.113 1.643 5.027 -0.25 0.13 0.02
H 1.345 1.739 5.965 -0.09 0.00 0.18
H 0.657 3.941 6.046 -0.14 0.02 0.14
H 1.895 3.938 4.828 0.09 0.16 -0.10
H -1.073 3.734 4.148 -0.28 0.28 0.10
H -0.183 5.290 4.360 -0.49 0.08 0.00
H 0.283 3.166 2.240 0.08 -0.19 -0.15
H 1.424 4.455 2.511 0.18 -0.02 0.11
H 1.014 3.821 -1.362 0.28 0.08 -0.19
H 0.114 4.624 -2.664 0.11 -0.01 -0.16
H -1.696 3.245 -2.210 -0.03 -0.38 -0.15
H -1.066 2.639 -0.881 -0.02 -0.29 -0.09
H -4.527 6.040 1.373 -0.08 0.04 0.09
H -4.517 5.230 -0.201 -0.06 0.21 -0.11
H -5.337 3.511 0.970 -0.20 -0.05 0.20
H -3.643 3.155 1.252 0.01 -0.08 -0.09
H -2.742 1.964 3.903 0.22 -0.09 -0.12
H -3.768 0.878 4.784 -0.15 -0.21 0.09
H -3.647 0.709 3.016 0.13 -0.14 -0.08
H -6.740 3.601 5.140 -0.16 0.05 0.07
H -5.856 2.331 5.979 0.12 0.01 0.12
H -5.150 3.967 5.765 0.14 -0.04 0.21
H -7.378 2.358 2.710 -0.09 0.09 0.03
H -6.212 1.466 1.756 0.04 -0.19 -0.08
H -6.713 0.858 3.340 0.02 -0.13 0.03
C 0.679 -1.519 -1.680 0.04 0.16 -0.05
Br 0.187 0.342 -1.815 0.01 -0.35 -0.12
Br 0.131 -2.287 -0.004 0.00 0.00 0.03
Br -0.042 -2.518 -3.174 0.08 0.00 0.04
H 1.757 -1.583 -1.736 -0.02 -0.11 0.01
C 2.339 -0.733 -6.168 0.06 0.05 -0.01
Br 3.414 -1.825 -7.325 -0.01 0.07 -0.14
Br 3.400 0.638 -5.327 -0.05 0.01 0.05
Br 0.822 0.008 -7.086 -0.05 -0.02 0.02
H 1.958 -1.370 -5.385 -0.05 -0.05 0.08
C -2.602 -5.988 -1.219 -0.02 -0.05 0.03
Br -3.398 -4.459 -0.364 0.03 -0.06 -0.02
Br -2.003 -7.299 0.063 0.05 0.10 0.01
Br -3.784 -6.788 -2.505 -0.01 0.08 0.04
H -1.730 -5.639 -1.753 0.02 0.03 -0.01
C 1.912 3.943 -7.436 0.06 -0.11 0.07
Br 2.963 2.844 -8.607 -0.09 -0.04 -0.04
Br 2.995 5.265 -6.547 -0.03 -0.01 -0.05
Br 0.416 4.746 -8.347 0.03 -0.02 -0.01
H 1.504 3.294 -6.673 0.00 0.00 0.02
C -2.226 1.264 8.677 0.03 0.00 -0.01
Br -2.190 -0.158 7.364 -0.11 0.24 0.04
Br -0.607 1.368 9.708 -0.05 -0.01 -0.07
Br -2.649 2.958 7.869 0.18 -0.02 -0.15
H -3.026 1.032 9.363 -0.05 -0.03 -0.01
C -2.355 -6.054 -6.699 -0.08 0.00 -0.15
Br -3.054 -7.697 -5.975 0.15 0.15 -0.03
Br -3.753 -4.981 -7.473 -0.02 -0.02 0.02
Br -1.310 -5.018 -5.449 -0.16 -0.16 -0.03
H -1.691 -6.335 -7.502 0.04 0.04 -0.01
C 2.056 -2.577 9.200 -0.08 0.05 0.03
Br 1.455 -4.124 10.175 0.02 0.03 -0.02
Br 0.640 -1.802 8.153 0.10 -0.09 0.23
Br 2.866 -1.273 10.362 0.00 -0.01 0.01
H 2.823 -2.915 8.520 0.03 -0.04 0.01
C 2.558 -6.168 -5.191 0.00 -0.10 -0.06
Br 3.634 -7.670 -5.727 0.01 -0.01 0.02
Br 1.379 -6.653 -3.740 0.33 0.11 0.09
Br 3.662 -4.626 -4.841 -0.20 -0.15 0.21
H 1.929 -5.919 -6.035 -0.05 0.05 0.03
C -7.341 1.612 9.262 -0.02 0.01 0.01
Br -7.246 0.544 7.665 -0.04 -0.09 0.08
Br -5.665 2.492 9.617 -0.17 0.00 0.00
Br -8.800 2.864 9.190 0.07 -0.02 0.00
H -7.533 0.941 10.086 -0.02 -0.02 0.01
C 3.277 -6.818 0.473 0.01 0.00 -0.03
Br 3.771 -7.638 2.147 -0.01 0.03 -0.01
Br 2.257 -5.215 0.761 0.05 -0.06 -0.11
Br 4.807 -6.481 -0.638 -0.02 -0.09 0.02
H 2.644 -7.518 -0.053 -0.01 -0.01 0.01
C 5.534 4.091 -11.837 -0.02 -0.07 0.12
Br 4.034 2.987 -12.327 -0.01 -0.04 -0.07
Br 5.051 5.276 -10.405 0.15 0.18 -0.09
Br 7.077 3.028 -11.391 -0.04 0.01 -0.02
H 5.795 4.692 -12.695 -0.01 0.01 -0.02
C 3.703 -1.087 -12.447 0.02 0.01 0.07
Br 5.021 -0.762 -11.083 -0.04 -0.02 -0.02
Br 3.613 -2.951 -12.920 0.00 0.05 0.02
Br 1.978 -0.404 -11.933 0.03 0.01 0.01
H 4.013 -0.547 -13.329 0.01 0.02 -0.01
C 7.752 -3.512 0.219 0.00 0.00 0.01
Br 9.285 -4.425 -0.501 -0.04 0.03 0.01
Br 8.246 -1.873 1.099 -0.01 -0.05 -0.03
Br 6.410 -3.219 -1.127 0.06 0.12 -0.04
H 7.316 -4.159 0.967 -0.01 -0.01 0.01
C 2.056 -4.727 4.744 0.06 -0.13 -0.10
Br 1.474 -6.261 5.748 -0.01 0.05 -0.02
Br 0.630 -3.973 3.698 -0.11 0.14 0.25
Br 2.904 -3.426 5.884 0.09 -0.05 -0.32
H 2.802 -5.068 4.039 0.03 -0.02 0.01
C 6.090 -2.377 13.219 -0.06 0.00 -0.06
Br 6.623 -3.365 11.654 -0.02 0.03 0.03
Br 6.142 -0.477 12.908 -0.01 -0.04 -0.01
Br 4.365 -2.940 13.853 0.02 0.00 -0.01
H 6.807 -2.595 13.996 0.02 0.00 0.01
C -6.660 -10.383 -5.773 -0.01 0.02 -0.03
Br -6.939 -11.410 -7.375 0.02 0.03 0.04
Br -4.963 -10.795 -4.956 -0.02 0.05 -0.02
Br -6.860 -8.496 -6.093 0.01 -0.06 0.01
H -7.428 -10.670 -5.070 0.00 -0.02 0.02
C 2.658 8.851 -11.433 -0.01 -0.03 0.02
Br 1.841 7.430 -10.429 -0.02 0.04 0.03
Br 1.343 10.003 -12.239 0.03 -0.02 0.03
Br 3.911 9.844 -10.359 -0.03 -0.02 -0.02
H 3.219 8.395 -12.236 0.01 0.00 -0.01

=====

Number 1: HOMO -0.2971 Ha. Number 2: HOMO -0.3574 Ha.